Entry from the OMol25 dataset: a molecular structure, C6H8N2 at a distorted geometry (ωB97M-V/def2-TZVPD).

```
16
Properties=species:S:1:pos:R:3:lowdin_charge:R:1
C 0.456 0.759 1.779 -0.315
C -1.068 -0.513 0.062 -0.252
C -0.853 0.114 -1.228 -0.201
C 0.364 0.553 -0.628 -0.209
C 1.038 -0.888 -0.563 -0.043
C 0.046 -1.640 -0.178 -0.045
H 1.567 2.110 0.896 0.013
H -0.210 0.229 2.664 0.175
H -2.196 -0.939 0.329 0.185
H -1.732 0.666 -1.134 0.095
H -0.958 -0.485 -2.181 0.157
H 0.805 1.500 -0.897 0.128
H 1.919 -1.001 -1.048 0.067
H -0.200 -2.831 -0.388 0.167
N 1.415 1.651 1.770 0.089
N -0.394 0.715 0.744 -0.010
```

Computed properties:
ΔE to the lowest compared entry with this formula, charge and spin in kcal/mol: 144.0
F_max in hartree/bohr: 0.1230
LUMO level in eV: 0.910
Spin multiplicity: 1